{"formula": "C8H16Cl8O8S2", "method": "ωB97M-V/def2-TZVPD", "molar_mass_da": 587.97, "e_above_lowest_ev": 0.142, "s2": 0.753, "spin_multiplicity": 2, "total_charge": 1, "homo_lumo_gap_ev": [9.525, 2.316], "max_force_ev_per_a": 4.732, "species": ["C", "C", "O", "S", "O", "O", "O", "H", "H", "H", "H", "C", "C", "O", "S", "O", "O", "O", "H", "H", "H", "H", "C", "Cl", "Cl", "H", "H", "C", "Cl", "Cl", "H", "H", "C", "Cl", "Cl", "H", "H", "C", "Cl", "Cl", "H", "H"], "xyz": [[-19.665, 2.154, -17.850], [-19.713, 2.658, -19.282], [-18.618, 1.984, -19.871], [-18.090, 0.596, -19.045], [-16.728, 0.681, -18.509], [-18.497, -0.627, -19.689], [-19.152, 0.891, -17.771], [-20.560, 2.208, -17.231], [-18.966, 2.848, -17.383], [-19.539, 3.710, -19.506], [-20.629, 2.450, -19.835], [-17.174, 1.531, -15.314], [-16.740, 1.612, -13.872], [-17.014, 0.328, -13.315], [-17.720, -0.740, -14.343], [-19.010, -1.032, -13.734], [-16.805, -1.851, -14.767], [-17.924, 0.356, -15.508], [-16.436, 1.558, -16.117], [-17.897, 2.337, -15.432], [-17.160, 2.420, -13.273], [-15.687, 1.895, -13.887], [-20.833, 3.242, -22.951], [-19.073, 3.560, -23.154], [-21.266, 4.338, -21.648], [-21.386, 3.558, -23.835], [-21.086, 2.212, -22.703], [-13.677, 2.233, -18.544], [-13.589, 3.182, -20.033], [-13.029, 3.174, -17.147], [-14.670, 1.794, -18.442], [-12.980, 1.405, -18.671], [-17.210, 0.374, -22.650], [-16.241, 1.786, -22.237], [-17.007, -0.232, -24.244], [-16.919, -0.413, -21.955], [-18.246, 0.517, -22.345], [-16.955, 6.125, -20.899], [-18.105, 7.484, -20.844], [-17.122, 5.055, -19.549], [-17.082, 5.574, -21.831], [-15.950, 6.548, -20.891]]}